Entry 1:
Formula: C20H22CdCl2N4
Source: the Open Molecules 2025 dataset
Level of theory: ωB97M-V/def2-TZVPD

CARTESIAN COORDINATES (ANGSTROEM)
Cd: -0.2503 -0.3387 -0.6234
C: 0.3165 1.1740 2.0543
C: -0.9564 0.5516 2.6264
C: -1.3317 -0.8794 2.3012
C: -1.6471 -1.7449 3.3364
C: -2.2056 -2.9831 3.0642
C: -2.4628 -3.3284 1.7482
C: -2.0839 -2.4489 0.7617
N: -1.5073 -1.2572 1.0140
N: 0.2287 1.5540 0.6201
C: 1.5427 2.0210 0.1247
C: 2.4582 0.9486 -0.4241
C: 3.8259 1.0918 -0.3069
C: 4.6601 0.2225 -0.9931
C: 4.0978 -0.7632 -1.7868
C: 2.7246 -0.8750 -1.8250
N: 1.9121 -0.0472 -1.1503
C: -0.7969 2.5817 0.3438
C: -1.5577 2.3969 -0.9639
C: -2.3402 3.4418 -1.4291
C: -3.0723 3.2803 -2.5909
C: -3.0001 2.0734 -3.2735
C: -2.2015 1.0814 -2.7604
N: -1.4926 1.2323 -1.6248
H: 1.1502 0.4770 2.1541
H: 0.5655 2.0586 2.6461
H: -1.8228 1.1604 2.3612
H: -0.8787 0.6287 3.7090
H: -1.4856 -1.4285 4.3581
H: -2.4570 -3.6586 3.8711
H: -2.9380 -4.2644 1.4867
H: -2.2504 -2.6954 -0.2774
H: 2.0645 2.5877 0.8990
H: 1.3607 2.7092 -0.7020
H: 4.2335 1.8890 0.3018
H: 5.7357 0.3188 -0.9148
H: 4.7103 -1.4492 -2.3559
H: 2.2516 -1.6520 -2.4065
H: -0.3402 3.5732 0.3360
H: -1.5254 2.6048 1.1502
H: -2.3690 4.3751 -0.8789
H: -3.6896 4.0876 -2.9629
H: -3.5511 1.9062 -4.1885
H: -2.1112 0.1306 -3.2656
Cl: 3.3101 -4.1250 -0.3779
C: 1.6737 -4.6270 -0.7207
Cl: 0.5670 -3.2124 -0.9312
H: 1.2898 -5.1970 0.1126
H: 1.6461 -5.1826 -1.6466

Summary:
Gap between HOMO and LUMO, eV: 9.511
E_LUMO, hartree: -0.2234
Relative energy (zero: lowest compared OMol25 entry of this formula, charge and spin), kcal/mol: 8.9
HOMO energy, eV: -15.5891
Charge: +2

***

Entry 2:
Formula: C9H8N2O
Source: the Open Molecules 2025 dataset
Level of theory: ωB97M-V/def2-TZVPD

CARTESIAN COORDINATES (ANGSTROEM)
C: -1.5861 -2.5504 0.0714
C: -1.3585 -1.0417 0.0360
C: -0.6245 1.7464 0.2166
C: 0.3901 0.7409 0.1939
C: 1.8388 1.0126 -0.1272
C: 2.8574 0.0662 -0.1479
C: 2.3655 -1.2473 0.0847
C: 1.0308 -1.4724 0.0878
C: 0.0184 -0.5825 0.0881
H: -0.8403 -2.8571 0.9255
H: -2.7260 -2.8963 0.0709
H: -1.0790 -3.0665 -0.6916
H: -2.6553 1.7732 -0.1953
H: 2.4474 2.0886 -0.0666
H: 3.8756 0.3418 -0.4882
H: 3.1499 -2.0106 -0.1066
H: 0.9242 -2.5327 -0.2324
N: -2.3304 -0.2496 -0.3054
N: -1.8305 1.0693 -0.0825
O: -0.4453 2.9239 0.0598

Summary:
Gap between HOMO and LUMO, eV: 9.006
E_LUMO, hartree: 0.0012
Relative energy (zero: lowest compared OMol25 entry of this formula, charge and spin), kcal/mol: 81.8
SMILES: Cc1n[nH]c(=O)c2ccccc12
HOMO energy, eV: -8.9730

***

Entry 3:
Formula: C4H5LiMgO2
Source: the Open Molecules 2025 dataset
Level of theory: ωB97M-V/def2-TZVPD

CARTESIAN COORDINATES (ANGSTROEM)
H: -2.1013 4.4779 -2.4193
C: -0.8420 6.8903 -1.1911
C: -2.2284 6.6814 -1.3678
C: -3.1156 6.3073 -0.3350
C: -2.7711 5.6474 0.8430
O: -3.3094 5.9213 1.9700
Mg: -3.2388 5.4401 3.8377
H: -0.3598 6.4901 -0.2816
H: -2.6675 7.1421 -2.2577
H: -4.1843 6.4628 -0.5041
H: -1.9940 4.8665 0.8246
O: -0.1092 7.4996 -2.0122
Li: -0.1975 8.5012 -3.4994

Summary:
Gap between HOMO and LUMO (alpha / beta), eV: 6.467 / 6.530
E_LUMO (alpha / beta), hartree: -0.1484 / -0.1445
Relative energy (zero: lowest compared OMol25 entry of this formula, charge and spin), kcal/mol: 71.3
HOMO energy (alpha / beta), eV: -10.5061 / -10.4618
Charge: +1
2S+1: 2
<S²>: 1.706

***

Entry 4:
Formula: C4H11NO
Source: the Open Molecules 2025 dataset
Level of theory: ωB97M-V/def2-TZVPD

CARTESIAN COORDINATES (ANGSTROEM)
C: -0.8256 -0.9675 -2.9552
C: -0.4191 -1.2056 -1.4431
H: -0.1022 -0.3267 -3.5889
H: -1.1737 -2.0109 -3.3589
H: -1.7197 -0.3803 -2.9902
H: -1.0911 -2.1174 -1.0518
H: -0.4306 -0.3249 -0.7966
H: 0.5813 -1.5043 -1.4530
C: 1.6353 0.7473 2.0477
C: 0.3022 1.2971 2.3684
O: 0.2645 1.9706 3.3798
N: -0.7579 1.1893 1.4574
H: -1.6489 1.5387 1.8274
H: -0.7683 0.3687 0.7865
H: 2.2128 1.4285 1.3944
H: 1.6065 -0.1919 1.4481
H: 2.3346 0.4895 2.9280

Summary:
Gap between HOMO and LUMO, eV: 10.528
E_LUMO, hartree: 0.0289
Relative energy (zero: lowest compared OMol25 entry of this formula, charge and spin), kcal/mol: 26.5
SMILES: CC(N)=O.CC
HOMO energy, eV: -9.7405

***

Entry 5:
Formula: C27H30BaCl5I2N4O2S
Source: the Open Molecules 2025 dataset
Level of theory: ωB97M-V/def2-TZVPD

CARTESIAN COORDINATES (ANGSTROEM)
Ba: 0.1463 0.4378 0.1108
I: -3.1478 -6.7533 0.4374
C: -2.6108 -4.8124 -0.1060
C: -3.5038 -3.7697 0.0812
C: -3.1062 -2.4867 -0.2506
I: -4.4255 -0.9036 0.1227
C: -1.8325 -2.1680 -0.7659
O: -1.4823 -0.9473 -1.0668
C: -0.9354 -3.2591 -0.8855
C: 0.5045 -2.9948 -1.2300
N: 1.2047 -2.3194 -0.1130
C: 1.1710 -3.0765 1.1399
C: -0.0538 -2.7972 1.9896
C: -0.7273 -3.8410 2.6112
C: -1.8163 -3.5629 3.4173
C: -2.2056 -2.2429 3.5888
C: -1.4810 -1.2666 2.9336
N: -0.4274 -1.5224 2.1525
C: -1.3376 -4.5510 -0.5845
H: -4.4905 -3.9496 0.4848
H: 0.9838 -3.9515 -1.4689
H: 0.5873 -2.3465 -2.1052
H: 2.1728 -2.1717 -0.3777
H: 1.2242 -4.1578 0.9656
H: 2.0536 -2.8016 1.7216
H: -0.4136 -4.8625 2.4410
H: -2.3609 -4.3668 3.8955
H: -3.0549 -1.9765 4.2016
H: -1.7630 -0.2217 3.0303
H: -0.6284 -5.3629 -0.6959
Cl: 2.4000 2.1654 -3.2666
C: 3.4842 1.6409 -1.9716
C: 2.9277 1.0912 -0.8348
C: 3.8494 0.7036 0.1191
Cl: 3.2196 -0.0050 1.6114
C: 5.2299 0.8339 -0.0082
Cl: 6.3042 0.3197 1.2378
C: 5.7338 1.3979 -1.1785
Cl: 7.4294 1.5866 -1.3878
C: 4.8517 1.8091 -2.1782
Cl: 5.4694 2.5090 -3.6284
C: -1.5867 4.2913 -3.1383
C: -0.8132 3.5457 -2.0245
N: -1.3874 2.2172 -1.8201
C: -2.8119 2.3241 -1.5138
C: -3.5767 2.8857 -2.7341
N: -2.5484 3.3082 -3.7484
C: -1.8031 2.1026 -4.2535
C: -1.2059 1.3903 -3.0211
H: -0.9383 4.6487 -3.9361
H: -2.1803 5.1233 -2.7633
H: -0.8709 4.1002 -1.0883
H: 0.2365 3.4354 -2.2928
H: -2.9342 2.9762 -0.6489
H: -3.1892 1.3356 -1.2546
H: -4.1800 3.7601 -2.4976
H: -4.2072 2.1382 -3.2130
H: -3.0216 3.7543 -4.5308
H: -1.0440 2.4646 -4.9453
H: -2.5153 1.4844 -4.7968
H: -0.1404 1.2245 -3.1791
H: -1.6763 0.4247 -2.8370
C: 0.3120 3.7608 3.8649
S: 1.0601 3.1378 2.3689
C: 1.6684 4.6887 1.7314
O: -0.1000 2.7409 1.4724
H: -0.4222 4.5236 3.6087
H: 1.0953 4.1645 4.5057
H: -0.1679 2.9193 4.3602
H: 2.4245 5.0760 2.4134
H: 0.8355 5.3843 1.6312
H: 2.1237 4.4779 0.7649

Summary:
Gap between HOMO and LUMO, eV: 6.728
E_LUMO, hartree: -0.1020
HOMO energy, eV: -9.5029
Charge: +1

***

Entry 6:
Formula: C25H22NO6S2
Source: the Open Molecules 2025 dataset
Level of theory: ωB97M-V/def2-TZVPD

CARTESIAN COORDINATES (ANGSTROEM)
C: 3.0527 -2.3668 -2.7998
C: 3.4600 -1.4062 -3.7298
C: 3.4772 -0.0511 -3.3835
C: 3.0911 0.3166 -2.0980
S: 2.8638 2.0579 -1.6260
C: 1.0723 2.0003 -1.2797
C: 0.5129 1.7357 -0.0775
S: 0.1701 2.0483 -2.8320
C: -1.1202 0.8813 -2.3925
C: -0.8295 -0.4761 -2.5065
C: -1.6708 -1.3814 -1.8694
C: -2.8337 -0.9259 -1.2508
C: -3.1511 0.4306 -1.2240
C: -2.3039 1.3532 -1.8302
O: -0.4203 3.3431 -3.0622
O: 0.9235 1.3552 -3.8422
O: 3.5326 2.3235 -0.3809
O: 3.1129 2.8431 -2.8061
C: 2.8044 -0.6437 -1.1321
C: 2.7236 -1.9858 -1.4987
H: 3.0111 -3.4198 -3.0796
H: 3.7608 -1.7030 -4.7326
H: 3.7920 0.7070 -4.1001
H: -0.5697 1.6322 0.0236
H: 1.1394 1.8338 0.8027
H: 0.0484 -0.8029 -3.0671
H: -1.4055 -2.4364 -1.8708
H: -3.5045 -1.6414 -0.7781
H: -4.0557 0.7873 -0.7317
H: -2.5264 2.4211 -1.8704
H: 2.6349 -0.3318 -0.1008
H: 2.4226 -2.7216 -0.7548
C: 0.1243 3.7207 4.4068
C: -0.8689 2.6292 4.1365
O: -0.2951 1.8293 3.0647
C: -1.1583 0.8932 2.5900
C: -0.4879 -0.1044 1.7459
C: -1.1003 -1.4251 1.6414
C: -2.4538 -1.6829 1.9837
C: -3.0171 -2.9520 1.8491
C: -2.2486 -4.0152 1.3689
C: -0.8975 -3.8047 1.0749
C: -0.3268 -2.5414 1.2298
C: 0.8957 -0.0919 1.9558
N: 2.0579 -0.1393 2.1808
O: -2.3458 0.8977 2.9364
H: -0.1917 4.3033 5.2732
H: 1.1174 3.3063 4.6039
H: 0.1939 4.3952 3.5474
H: -1.0178 1.9903 5.0190
H: -1.8420 3.0194 3.8190
H: -3.0512 -0.8671 2.3747
H: -4.0638 -3.1053 2.1110
H: -2.7001 -4.9969 1.2136
H: -0.2820 -4.6292 0.7132
H: 0.7440 -2.4059 1.0414

Summary:
Gap between HOMO and LUMO, eV: 6.739
E_LUMO, hartree: 0.0915
Relative energy (zero: lowest compared OMol25 entry of this formula, charge and spin), kcal/mol: 0.0
HOMO energy, eV: -4.2499
Charge: -1